The following is a quantum chemistry calculation of a molecular structure, C18H24Br3ClNO5, from the OMol25 dataset.

CARTESIAN COORDINATES (ANGSTROEM)
C 4.22137 -0.42369 2.90906
C 4.01334 -1.68058 2.05437
O 3.36634 -2.59482 2.48915
O 4.55307 -1.71092 0.77720
C 3.60021 -1.03154 -0.07169
C 4.03095 -1.06375 -1.52926
C 3.20411 -0.11166 -2.41186
C 3.42699 1.39277 -2.12035
C 2.28028 2.27695 -2.70640
C 1.37923 2.92266 -1.62385
C 0.58103 1.82863 -0.95231
C -0.65144 1.39876 -1.36921
C -1.30891 0.36653 -0.73146
C -2.65184 -0.11288 -1.22973
C -3.70207 -0.21314 -0.10764
O -3.56960 0.49233 0.86108
O -4.77783 -1.03999 -0.25979
C -4.60314 -2.35007 0.27022
C -4.44871 -2.61083 1.75567
O -4.62546 -3.26440 -0.50269
C -0.66536 -0.23044 0.36136
Cl -1.32117 -1.56689 1.22873
C 0.53539 0.23521 0.78064
N 1.10649 1.23790 0.11539
H 5.24198 -0.34527 3.28816
H 4.01069 0.48369 2.32836
H 3.50106 -0.48681 3.72465
H 3.53328 0.00078 0.29932
H 2.65676 -1.58893 0.01940
H 5.10947 -0.93388 -1.66473
H 3.82087 -2.07729 -1.89602
H 3.51309 -0.29236 -3.44708
H 2.12497 -0.32208 -2.36683
H 4.32876 1.68927 -2.66827
H 3.63314 1.61814 -1.06682
H 1.64345 1.61200 -3.30602
H 2.68285 3.01919 -3.39861
H 0.70542 3.67222 -2.04788
H 1.95998 3.44284 -0.85116
H -1.11963 1.88412 -2.21892
H -2.54687 -1.04497 -1.79689
H -3.02152 0.68396 -1.88753
H -4.20612 -1.72350 2.34569
H -3.62172 -3.31991 1.86521
H -5.32844 -3.10518 2.16918
H 1.02672 -0.20086 1.64289
H 2.00516 1.57320 0.44430
C -7.07077 0.78923 2.41016
Br -7.47910 -0.95606 1.69893
Br -8.66541 1.75326 2.88988
Br -5.82769 0.68199 3.88166
H -6.58365 1.34707 1.62231

Force components x, y, z for each atom (eV/Å):
C -0.239 -0.136 -0.687
C -0.198 -0.314 1.023
O 0.413 0.299 -0.620
O -0.563 0.547 0.274
C 0.645 -0.395 -0.196
C -0.501 -0.642 -0.298
C 0.441 0.455 0.367
C -0.003 0.203 -1.043
C 0.081 -0.452 0.338
C 0.038 -0.293 0.072
C 0.289 1.118 -0.404
C -0.556 -0.013 -0.496
C -0.498 -0.570 0.206
C -0.410 0.121 -0.005
C 0.441 0.909 1.221
O -0.335 -0.369 -0.628
O 1.006 0.007 -0.025
C -0.295 -1.953 -0.478
C 0.665 0.669 0.139
O -0.049 1.028 0.319
C -0.648 -0.592 0.124
Cl 0.111 0.087 -0.268
C 0.133 -0.396 0.510
N 0.785 0.266 0.461
H -0.091 -0.118 -0.073
H 0.207 -0.114 0.078
H 0.273 0.019 0.053
H -0.253 -0.109 -0.124
H -0.100 0.448 0.031
H -0.165 0.341 0.228
H 0.192 0.102 0.102
H -0.250 0.028 0.089
H 0.191 -0.248 0.174
H 0.047 -0.064 0.377
H -0.132 -0.068 -0.104
H 0.059 0.257 -0.057
H -0.133 0.123 0.294
H -0.017 -0.246 -0.021
H 0.098 -0.072 -0.228
H 0.098 -0.014 0.067
H -0.112 0.130 0.063
H -0.122 -0.429 -0.183
H -0.296 -0.017 -0.138
H -0.155 0.033 -0.144
H -0.077 0.209 -0.275
H 0.174 0.214 -0.136
H -0.027 -0.002 -0.025
C 0.018 0.057 0.000
Br -0.233 0.114 0.098
Br 0.116 -0.099 -0.015
Br -0.084 -0.020 -0.062
H 0.021 -0.039 0.025

E_tot: -9313.23015 hartree
E_LUMO: -4.4 eV
E_HOMO: -12.020 eV
Multiplicity: 1
Net charge: +1

Results of the Mulliken charge analysis, in e, for atoms 1 through 6: -0.7987, 0.7022, -0.5049, -0.4239, 0.5397, -1.2498